Formula: C40H44N4P
Source: the OMol25 dataset
Level of theory: ωB97M-V/def2-TZVPD

ORCA input file:
```
! wB97M-V def2-TZVPD RIJCOSX def2/J DEFGRID3
* xyz 1 1
C -4.87 -0.48 2.04
N -3.95 0.64 2.04
C -4.56 1.87 1.58
C -2.61 0.48 2.25
C -1.71 1.58 2.13
C -0.34 1.37 2.12
C 0.20 0.09 2.31
P 2.03 -0.06 2.24
C 2.16 -1.86 1.76
C 1.78 -2.36 0.50
C 1.85 -3.72 0.21
C 2.23 -4.65 1.20
N 2.07 -5.99 0.97
C 2.48 -7.02 1.89
C 1.61 -6.48 -0.31
C 2.70 -4.14 2.45
C 2.68 -2.78 2.70
C 2.31 0.69 0.58
C 3.55 1.32 0.33
C 3.88 1.77 -0.94
C 2.98 1.58 -2.03
N 3.34 1.81 -3.33
C 2.42 1.60 -4.42
C 4.61 2.41 -3.71
C 1.68 1.08 -1.75
C 1.37 0.63 -0.47
C -0.67 -0.97 2.64
C -2.05 -0.79 2.57
H -4.61 -1.20 2.82
H -5.87 -0.08 2.23
H -4.88 -1.00 1.07
H -3.85 2.70 1.54
H -4.99 1.74 0.58
H -5.38 2.14 2.26
H -2.08 2.60 2.02
H 0.32 2.22 1.92
H 1.43 -1.71 -0.29
H 1.59 -4.06 -0.79
H 2.63 -6.62 2.90
H 1.70 -7.79 1.92
H 3.41 -7.51 1.56
H 0.75 -5.90 -0.68
H 2.40 -6.45 -1.08
H 1.30 -7.52 -0.18
H 3.08 -4.82 3.21
H 3.06 -2.40 3.66
H 4.26 1.44 1.14
H 4.85 2.23 -1.10
H 1.89 0.65 -4.32
H 1.66 2.40 -4.48
H 2.99 1.59 -5.35
H 5.34 2.33 -2.91
H 4.99 1.88 -4.59
H 4.48 3.47 -3.98
H 0.94 1.01 -2.54
H 0.39 0.18 -0.32
H -0.28 -1.95 2.91
H -2.71 -1.64 2.75
C 6.71 8.09 5.00
N 5.72 7.05 5.19
C 4.85 6.99 6.24
C 4.06 5.81 6.14
C 3.14 5.35 7.07
C 2.07 4.44 6.90
C 1.40 4.23 5.66
C 0.32 3.36 5.57
C -0.12 2.66 6.71
C 0.52 2.86 7.94
C 1.57 3.76 8.05
C 4.53 5.12 4.94
C 4.31 3.85 4.44
C 5.09 3.40 3.36
C 6.06 4.23 2.77
C 6.32 5.51 3.29
C 5.54 5.93 4.36
H 7.32 7.84 4.13
H 6.23 9.06 4.82
H 7.35 8.19 5.89
H 4.82 7.76 7.00
H 3.23 5.80 8.07
H 1.74 4.78 4.78
H -0.19 3.22 4.62
H -0.96 1.97 6.64
H 0.19 2.32 8.83
H 2.06 3.95 9.00
H 3.56 3.22 4.91
H 4.93 2.39 2.98
H 6.63 3.86 1.92
H 7.09 6.16 2.88
*
```

Results
- energy above the lowest of the compared OMol25 structures with the same formula, charge and spin (kcal per mole) = 0.00
- frontier orbital gap (eV) = 3.615
- LUMO (eV) = -4.83
- E_HOMO (eV) = -8.4460



Formula: C40H45AsIN7O13P
Source: the OMol25 dataset
Level of theory: ωB97M-V/def2-TZVPD

ORCA input file:
```
! wB97M-V def2-TZVPD RIJCOSX def2/J DEFGRID3
* xyz -1 1
N 2.30 1.26 0.05
C 2.39 -0.22 0.02
C 2.15 -0.88 1.38
C 3.44 -1.29 2.11
C 4.40 -0.11 2.40
As 6.37 -0.45 1.94
P 6.25 -2.65 2.90
O 7.33 -2.65 4.18
I 7.33 -4.11 1.24
H 2.07 1.58 0.98
H 3.21 1.63 -0.22
H 1.57 -0.55 -0.63
H 3.31 -0.56 -0.45
H 1.52 -0.25 2.01
H 1.57 -1.79 1.18
H 3.14 -1.71 3.07
H 3.90 -2.08 1.51
H 4.08 0.80 1.91
H 4.36 0.08 3.48
H 6.81 0.07 3.40
H 7.89 -0.69 1.55
H 5.94 -0.98 0.49
H 6.49 1.06 1.43
H 7.00 -2.06 4.87
C -1.79 -5.80 0.69
C -1.90 -4.81 1.66
C -0.80 -4.47 2.43
C 0.40 -5.12 2.20
C 0.52 -6.11 1.25
C -0.58 -6.46 0.49
N 1.59 -4.72 2.97
O 1.45 -3.84 3.80
O 2.63 -5.28 2.72
H -2.65 -6.05 0.08
H -2.84 -4.30 1.81
H -0.87 -3.70 3.18
H 1.47 -6.61 1.09
H -0.50 -7.23 -0.26
C 1.14 -0.72 -4.70
C 1.65 -1.64 -3.79
C 0.95 -1.92 -2.63
C -0.25 -1.28 -2.40
C -0.77 -0.36 -3.30
C -0.07 -0.08 -4.45
N -1.00 -1.59 -1.18
O -0.51 -2.38 -0.41
O -2.07 -1.04 -1.01
H 1.69 -0.51 -5.61
H 2.59 -2.13 -3.98
H 1.35 -2.62 -1.91
H -1.71 0.14 -3.10
H -0.46 0.63 -5.17
C 13.33 -8.57 2.75
C 12.66 -9.08 1.65
C 11.57 -8.40 1.13
C 11.17 -7.22 1.72
C 11.82 -6.70 2.83
C 12.91 -7.39 3.34
N 10.02 -6.49 1.16
O 9.45 -6.98 0.20
O 9.71 -5.44 1.69
H 14.19 -9.09 3.15
H 12.99 -10.00 1.19
H 11.04 -8.80 0.27
H 11.48 -5.78 3.28
H 13.43 -6.99 4.20
C -3.56 1.55 0.56
C -4.21 1.27 -0.64
C -5.17 2.15 -1.13
C -5.45 3.30 -0.41
C -4.81 3.59 0.78
C -3.86 2.71 1.27
N -6.44 4.25 -0.94
O -7.00 3.97 -1.98
O -6.64 5.27 -0.31
H -2.82 0.86 0.93
H -3.97 0.37 -1.18
H -5.67 1.94 -2.06
H -5.04 4.49 1.33
H -3.36 2.92 2.20
C -6.11 9.97 3.53
C -6.31 8.68 4.02
C -5.54 7.63 3.55
C -4.57 7.89 2.59
C -4.37 9.16 2.08
C -5.15 10.20 2.56
N -3.74 6.78 2.10
O -3.95 5.67 2.56
O -2.88 7.04 1.29
H -6.71 10.79 3.90
H -7.06 8.50 4.78
H -5.69 6.64 3.93
H -3.62 9.34 1.33
H -5.00 11.20 2.17
C -8.56 4.54 -4.70
C -8.49 3.20 -5.05
C -9.05 2.77 -6.24
C -9.67 3.69 -7.07
C -9.76 5.03 -6.73
C -9.20 5.45 -5.53
N -10.25 3.24 -8.34
O -10.17 2.05 -8.61
O -10.76 4.07 -9.06
H -8.12 4.88 -3.77
H -7.99 2.50 -4.40
H -8.99 1.73 -6.52
H -10.26 5.73 -7.38
H -9.26 6.49 -5.25
*
```

Results
- frontier orbital gap (eV) = 3.190
- LUMO (eV) = 0.42
- E_HOMO (eV) = -2.7672